Here is C55H43N9O6S4Ti as an isolated structure at a distorted geometry from the Open Molecules 2025 dataset. Energies are from ωB97M-V/def2-TZVPD.

Last column: Löwdin spin population.
Cartesian coordinates (Å):
Ti1 -1.383 1.118 -1.163  0.0972
O1 -0.165 5.350 -6.883  0.1639
N1 -0.331 4.111 -7.131  0.1892
O2 -0.282 3.684 -8.327  0.1533
C1 -0.555 3.201 -6.108  0.0173
C2 -0.711 1.869 -6.457  0.2233
C3 -0.994 0.848 -5.515  0.0481
C4 -1.261 -0.433 -5.930  0.3151
C5 -1.624 -1.496 -4.969  0.0505
C6 -1.700 -1.067 -3.477  0.0116
N2 -1.249 0.279 -3.106  0.1211
C7 -1.026 1.173 -4.099  0.1749
C8 -0.874 2.539 -3.736  0.0455
N3 -1.022 2.810 -2.400  0.0969
C9 -1.080 4.085 -2.009  0.0047
C10 -0.897 5.135 -2.867  0.0727
C11 -0.670 4.887 -4.223  0.0305
C12 -0.682 3.584 -4.701  0.0451
H1 -0.652 1.611 -7.503  0.0165
H2 -1.243 -0.665 -6.991  0.0154
H3 -2.556 -1.984 -5.271  0.0121
H4 -2.695 -1.195 -3.081  0.0028
H5 -1.290 4.265 -0.972  -0.0010
H6 -0.938 6.147 -2.486  0.0050
H7 -0.525 5.694 -4.919  0.0032
N4 -1.709 1.081 0.943  0.0000
S1 -0.932 0.173 2.018  0.0001
N5 0.024 -0.922 1.754  0.0001
S2 2.186 -0.929 1.169  0.0001
N6 1.777 -1.926 -0.075  0.0000
S3 0.220 -1.753 -0.573  0.0007
N7 0.591 0.879 -1.131  0.0061
C13 0.465 -2.062 -2.313  0.0018
C14 1.651 -1.868 -2.878  0.0002
C15 1.823 -1.971 -4.335  0.0012
C16 0.819 -2.322 -5.131  0.0070
C17 -0.559 -2.590 -4.618  0.0264
C18 -0.782 -2.299 -3.107  0.0068
C19 -0.501 -3.353 -0.159  0.0002
C20 -1.765 -3.368 0.411  0.0000
C21 -2.330 -4.586 0.773  0.0000
C22 -1.631 -5.767 0.564  0.0000
C23 -0.363 -5.737 -0.010  0.0000
C24 0.206 -4.525 -0.373  0.0000
C25 2.262 -1.911 2.675  0.0000
C26 1.937 -3.255 2.654  0.0000
C27 1.977 -3.984 3.835  0.0000
C28 2.347 -3.368 5.025  0.0000
C29 2.667 -2.016 5.031  0.0000
C30 2.626 -1.282 3.854  0.0000
C31 3.986 -1.156 0.855  0.0000
C32 4.775 -0.032 1.048  0.0001
C33 6.151 -0.106 0.863  0.0000
C34 6.735 -1.307 0.486  0.0000
C35 5.939 -2.430 0.281  0.0000
C36 4.567 -2.356 0.466  0.0000
C37 -0.144 1.304 3.176  -0.0001
C38 -0.560 1.429 4.492  0.0000
C39 0.221 2.150 5.389  0.0000
C40 1.391 2.758 4.961  0.0000
C41 1.784 2.652 3.631  0.0000
C42 1.027 1.916 2.736  0.0001
C43 -2.285 -0.530 2.946  0.0000
C44 -3.585 -0.076 2.808  0.0000
C45 -4.598 -0.728 3.507  0.0000
C46 -4.302 -1.810 4.320  0.0000
C47 -2.992 -2.268 4.429  0.0000
C48 -1.976 -1.629 3.738  0.0000
H8 2.511 -1.659 -2.250  0.0000
H9 2.807 -1.774 -4.746  0.0001
H10 0.977 -2.430 -6.200  0.0014
H11 -0.868 -3.591 -4.936  0.0008
H12 -1.385 -3.071 -2.624  0.0005
H13 -2.301 -2.435 0.543  0.0000
H14 -3.319 -4.605 1.215  0.0000
H15 -2.076 -6.716 0.840  0.0000
H16 0.179 -6.660 -0.180  0.0000
H17 1.190 -4.478 -0.827  0.0000
H18 1.635 -3.708 1.716  0.0000
H19 1.711 -5.034 3.826  0.0000
H20 2.378 -3.938 5.947  0.0000
H21 2.945 -1.529 5.958  0.0000
H22 2.863 -0.222 3.855  0.0000
H23 4.301 0.906 1.318  0.0000
H24 6.765 0.776 1.003  0.0000
H25 7.808 -1.367 0.342  0.0000
H26 6.394 -3.365 -0.028  0.0000
H27 3.934 -3.220 0.295  0.0000
H28 -1.483 0.965 4.816  0.0000
H29 -0.085 2.229 6.426  0.0000
H30 1.997 3.320 5.663  0.0000
H31 2.688 3.144 3.293  0.0000
H32 1.325 1.814 1.699  0.0001
H33 -3.808 0.707 2.097  0.0000
H34 -5.621 -0.392 3.393  0.0000
H35 -5.097 -2.317 4.857  0.0000
H36 -2.765 -3.136 5.037  0.0000
H37 -0.950 -1.979 3.769  0.0000
O3 -4.497 -0.267 -2.290  0.0000
S4 -3.802 0.247 -1.135  0.0006
O4 -4.611 0.276 0.064  0.0010
O5 -3.224 1.638 -1.419  0.0169
O6 -2.501 -0.537 -0.907  0.0000
N8 2.956 1.428 -1.338  0.0059
C49 1.737 1.137 -1.311  0.0068
H38 3.482 1.161 -2.157  0.0008
N9 -0.988 2.216 0.484  -0.0010
C50 -1.238 3.393 1.185  0.0003
C51 -2.330 3.574 2.046  -0.0001
C52 -2.512 4.770 2.724  0.0001
C53 -1.611 5.819 2.586  -0.0002
C54 -0.515 5.643 1.750  0.0000
C55 -0.323 4.453 1.068  -0.0002
H39 -3.046 2.769 2.143  0.0000
H40 -3.376 4.882 3.369  0.0000
H41 -1.749 6.745 3.131  0.0000
H42 0.211 6.441 1.635  0.0000
H43 0.549 4.306 0.441  0.0000

Computed properties:
expectation value of S²	2.07
orbital gap (alpha / beta)	3.611 / 5.806	eV
total charge	-2
spin multiplicity	3



Here is an isolated ion of composition C55H44N2P and charge +1 at a distorted geometry from the Open Molecules 2025 dataset. Energies are from ωB97M-V/def2-TZVPD.

Last column: Mulliken charge in e.
Cartesian coordinates (Å):
C1 -6.820 0.713 -3.795  -0.3901
C2 -7.070 0.827 -2.417  -0.6638
C3 -6.435 -0.034 -1.524  -0.1959
C4 -5.552 -1.020 -1.982  -0.0940
N1 -4.869 -1.876 -1.067  1.0220
C5 -5.397 -3.194 -0.894  -0.0905
C6 -5.023 -4.223 -1.769  0.0011
C7 -5.688 -5.452 -1.768  -0.7936
C8 -6.721 -5.684 -0.857  -0.3550
C9 -7.084 -4.684 0.049  -0.7303
C10 -6.428 -3.448 0.021  -0.1484
C11 -3.668 -1.415 -0.472  0.1817
C12 -3.525 -1.322 0.922  -0.8353
C13 -2.380 -0.758 1.485  -0.5833
C14 -1.266 -0.377 0.715  0.2650
C15 0.002 0.027 1.460  0.4837
C16 1.249 -0.475 0.739  0.3436
C17 2.519 0.127 0.895  -0.2146
C18 3.641 -0.389 0.236  -0.9614
C19 3.590 -1.651 -0.400  1.1042
N2 4.748 -2.186 -0.965  0.8215
C20 4.912 -3.520 -1.462  -0.8018
C21 4.827 -3.741 -2.841  0.3086
C22 5.181 -4.974 -3.387  -0.8022
C23 5.663 -5.990 -2.561  -0.3865
C24 5.717 -5.793 -1.180  -0.7036
C25 5.323 -4.573 -0.628  -0.1243
C26 5.779 -1.275 -1.365  -0.9107
C27 6.999 -1.257 -0.667  -0.0296
C28 7.966 -0.290 -0.968  -0.7300
C29 7.755 0.596 -2.027  -0.3772
C30 6.587 0.523 -2.789  -0.8479
C31 5.585 -0.394 -2.445  0.4371
C32 2.358 -2.317 -0.502  -0.9301
C33 1.220 -1.717 0.039  -1.1493
C34 -1.396 -0.572 -0.689  -0.5214
C35 -2.579 -1.033 -1.271  -0.5742
C36 -5.337 -1.149 -3.350  0.0481
C37 -5.943 -0.280 -4.256  -0.8738
H1 -7.271 1.426 -4.500  0.3634
H2 -7.781 1.582 -2.059  0.3559
H3 -6.625 0.045 -0.457  0.3802
H4 -4.211 -4.041 -2.467  0.3680
H5 -5.421 -6.220 -2.495  0.3621
H6 -7.222 -6.656 -0.832  0.3695
H7 -7.898 -4.857 0.757  0.3638
H8 -6.718 -2.660 0.710  0.3178
H9 -4.313 -1.726 1.566  0.3694
H10 -2.319 -0.687 2.576  0.4213
H11 -0.044 -0.466 2.539  0.6000
H12 2.645 1.003 1.549  0.2594
H13 4.603 0.126 0.298  0.4793
H14 4.510 -2.916 -3.478  0.3370
H15 5.104 -5.118 -4.463  0.3854
H16 5.950 -6.947 -2.991  0.3903
H17 6.097 -6.583 -0.533  0.3875
H18 5.375 -4.404 0.448  0.4196
H19 7.148 -1.985 0.138  0.3799
H20 8.888 -0.258 -0.383  0.3881
H21 8.482 1.374 -2.237  0.3912
H22 6.443 1.160 -3.662  0.3794
H23 4.642 -0.450 -3.000  0.4038
H24 2.271 -3.309 -0.951  0.4921
H25 0.251 -2.229 -0.050  0.5689
H26 -0.531 -0.418 -1.342  0.6151
H27 -2.626 -1.235 -2.348  0.3261
H28 -4.675 -1.932 -3.700  0.2974
H29 -5.761 -0.388 -5.329  0.3567
C38 0.325 5.260 -1.450  -0.6005
C39 0.944 4.006 -1.482  -0.7411
C40 0.761 3.103 -0.441  -0.3088
C41 -0.052 3.442 0.646  0.1356
P1 0.048 2.192 2.011  1.7340
C42 1.479 2.994 2.882  0.0396
C43 1.780 2.391 4.113  -0.2699
C44 2.740 2.944 4.958  -0.7668
C45 3.346 4.163 4.619  -0.4793
C46 3.076 4.758 3.383  -0.7214
C47 2.130 4.185 2.524  -0.1832
C48 -1.221 3.023 3.076  0.3187
C49 -2.531 2.631 2.764  -0.3538
C50 -3.614 3.202 3.427  -0.8434
C51 -3.405 4.248 4.339  -0.5204
C52 -2.104 4.637 4.671  -0.8258
C53 -1.015 4.032 4.031  -0.1989
C54 -0.722 4.677 0.655  -0.1007
C55 -0.549 5.570 -0.406  -0.7319
H30 0.535 5.996 -2.232  0.3954
H31 1.588 3.734 -2.312  0.4535
H32 1.256 2.135 -0.442  0.3062
H33 1.234 1.498 4.408  0.3812
H34 3.002 2.444 5.890  0.3946
H35 4.018 4.656 5.330  0.3984
H36 3.580 5.684 3.096  0.4137
H37 1.888 4.678 1.586  0.2641
H38 -2.673 1.871 1.999  0.4310
H39 -4.621 2.840 3.224  0.4504
H40 -4.265 4.764 4.779  0.3885
H41 -1.940 5.416 5.420  0.4228
H42 -0.011 4.360 4.288  0.2465
H43 -1.369 4.958 1.484  0.3166
H44 -1.075 6.523 -0.406  0.4293

Computed properties:
orbital gap	6.556	eV
total charge	+1



no.,calculated total energy (Ha)
1,-5508.00217
2,-2572.84667